DFT (ωB97M-V with the def2-TZVPD basis set) results for C40H37BBrF3IrN4O4P as an isolated structure.

XYZ file:
```
92
Properties=species:S:1:pos:R:3:forces:R:3
Ir -0.054 0.204 -0.177 -0.03 0.58 -0.64
F 6.314 2.975 0.220 -0.01 0.01 0.02
C 5.151 3.495 -0.208 0.03 0.01 0.06
C 4.090 2.674 -0.416 -0.06 -0.09 0.02
C 2.865 3.216 -0.846 0.06 -0.12 0.10
C 1.734 2.361 -1.098 0.28 -0.02 0.04
O 1.772 1.127 -0.699 -0.11 0.19 0.06
C 0.679 2.933 -1.819 -0.30 -0.51 0.11
C 0.632 4.297 -1.981 0.09 0.18 -0.05
N 1.568 5.125 -1.521 -0.06 -0.02 0.09
C 1.292 6.562 -1.549 0.05 0.00 -0.12
C 0.053 7.021 -0.840 -0.15 -0.07 0.03
C 1.401 7.346 -0.277 -0.02 0.07 0.12
C 2.759 4.604 -1.032 0.07 0.00 -0.02
C 3.866 5.428 -0.785 -0.01 0.12 -0.03
C 5.078 4.897 -0.386 0.04 0.13 -0.11
N 6.194 5.705 -0.178 0.09 -0.11 0.13
C 7.538 5.343 -0.598 -0.14 0.10 0.05
C 8.481 5.225 0.590 -0.02 -0.16 -0.24
N 8.431 6.511 1.378 -0.09 -0.14 0.00
C 7.025 6.838 1.806 -0.21 0.14 -0.04
C 6.146 6.948 0.563 0.08 -0.16 -0.12
C -0.455 2.156 -2.425 0.35 0.59 -0.10
O -1.120 2.656 -3.285 -0.31 -0.24 -0.01
O -0.637 0.909 -1.981 -0.05 -0.37 0.35
H 4.186 1.608 -0.260 0.01 0.03 0.02
H -0.212 4.744 -2.493 -0.06 0.02 0.11
H 1.564 7.033 -2.484 0.05 -0.01 0.00
H -0.521 6.260 -0.324 0.01 0.01 0.01
H -0.545 7.802 -1.287 0.09 0.01 -0.07
H 1.699 6.832 0.628 -0.03 -0.07 -0.05
H 1.753 8.365 -0.355 0.03 -0.03 -0.04
H 3.797 6.488 -0.985 -0.01 -0.01 0.00
H 7.909 6.119 -1.282 0.01 -0.02 -0.02
H 7.538 4.408 -1.148 0.02 -0.02 -0.01
H 9.504 5.054 0.261 0.05 0.10 0.07
H 8.176 4.416 1.249 -0.01 0.06 0.11
H 8.788 7.272 0.795 0.07 0.04 0.03
H 9.046 6.447 2.190 0.03 0.02 0.03
H 7.033 7.769 2.371 0.14 0.02 -0.01
H 6.684 6.030 2.450 0.08 -0.06 0.03
H 6.506 7.779 -0.057 -0.09 0.03 -0.01
H 5.128 7.174 0.870 -0.01 0.02 0.03
O -0.493 2.002 0.786 0.18 -0.64 0.03
P -1.562 2.696 1.662 -0.66 0.42 0.28
C -2.565 1.495 2.518 0.28 -0.16 -0.19
C -1.999 0.116 2.777 0.02 0.26 -0.01
C -3.004 -0.842 3.356 0.09 0.03 0.05
C -4.243 -0.447 3.718 -0.08 -0.02 0.02
C -4.691 0.882 3.505 0.03 0.09 0.02
C -3.844 1.817 2.891 -0.04 -0.04 -0.03
C -2.645 3.705 0.654 0.11 -0.19 -0.12
C -2.998 3.214 -0.606 -0.09 0.00 0.07
C -3.827 3.956 -1.432 0.09 -0.08 0.00
C -4.324 5.176 -0.991 -0.03 0.03 0.02
C -4.016 5.643 0.281 0.07 0.01 0.02
C -3.163 4.920 1.103 0.05 0.06 -0.10
C -0.695 3.804 2.772 0.12 -0.15 -0.08
C -1.317 4.311 3.911 0.06 -0.09 0.02
C -0.626 5.184 4.736 0.00 0.02 0.01
C 0.680 5.543 4.428 0.01 0.03 -0.01
C 1.300 5.034 3.295 0.00 -0.02 -0.05
C 0.615 4.164 2.459 -0.08 0.05 0.05
H -1.656 -0.316 1.815 -0.03 -0.12 0.03
H -2.680 -1.865 3.504 -0.02 0.01 0.02
H -4.921 -1.164 4.163 0.02 0.00 -0.03
H -5.698 1.165 3.777 0.04 0.01 0.01
H -4.223 2.813 2.690 -0.06 -0.05 -0.03
H -2.639 2.244 -0.935 -0.03 0.08 -0.02
H -4.082 3.576 -2.413 0.01 0.04 0.01
H -4.956 5.767 -1.641 -0.05 -0.04 0.03
H -4.431 6.578 0.634 0.01 0.01 -0.03
H -2.895 5.314 2.075 -0.01 0.00 0.00
H -2.325 4.005 4.167 0.03 0.02 0.02
H -1.098 5.576 5.628 -0.01 -0.01 -0.02
H 1.217 6.219 5.081 -0.01 -0.02 -0.01
H 2.325 5.303 3.070 -0.02 0.00 0.01
H 1.088 3.744 1.578 0.04 0.03 0.05
Br 0.879 -4.915 2.405 -0.01 -0.01 -0.03
C 0.376 -3.977 0.868 -0.01 -0.12 0.06
C 0.073 -4.632 -0.320 -0.01 0.03 -0.04
C -0.300 -3.880 -1.425 0.01 -0.15 0.03
C -0.375 -2.509 -1.318 -0.08 0.02 0.04
N -0.074 -1.887 -0.161 0.15 0.32 0.06
C 0.303 -2.601 0.918 0.02 0.03 -0.07
H 0.126 -5.711 -0.375 0.01 0.01 -0.01
H -0.538 -4.355 -2.366 -0.01 0.01 0.02
H -0.681 -1.890 -2.152 0.02 0.05 0.03
H 0.546 -2.070 1.829 -0.03 0.04 -0.06
F -0.224 1.219 4.234 -0.03 -0.09 0.01
B -0.697 0.118 3.688 0.08 -0.05 0.08
F -0.007 -1.003 3.860 -0.10 0.10 -0.08
```
Positions in Å, forces in eV/Å.

Computed properties:
E_LUMO (alpha / beta) = -7.4 / -9.8 eV
Total charge = +3
Molar mass = 1008.7 Da
Multiplicity = 6
Frontier orbital gap (alpha / beta) = 6.2602 / 6.0128 eV

=====

DFT (ωB97M-V with the def2-TZVPD basis set) results for C40H37CdF9N5O as an isolated structure in a non-equilibrium geometry.

XYZ file:
```
93
Properties=species:S:1:pos:R:3:forces:R:3
Cd -0.055 0.200 0.226 0.45 -0.34 0.17
C -2.237 -3.325 -1.027 0.09 -0.29 0.40
C -1.006 -2.516 -0.616 0.06 -0.21 -0.09
N 0.244 -3.176 -0.937 0.16 0.22 0.01
C 0.781 -2.911 -2.266 -0.15 -0.29 -0.10
C 0.447 -4.020 -3.269 0.06 0.11 0.06
C 1.234 -3.272 0.127 -0.05 0.05 -0.05
C 2.207 -2.082 0.380 -0.03 -0.01 -0.01
N 1.845 -0.879 -0.350 -0.61 0.29 0.02
C 2.776 0.058 -0.571 0.58 0.26 -0.14
C 2.472 1.148 -1.438 -0.16 -0.18 0.01
F 1.246 1.154 -2.020 -0.12 0.01 -0.04
C 3.320 2.178 -1.740 0.18 -0.03 0.09
F 2.895 3.145 -2.578 -0.08 0.05 -0.07
C 4.604 2.239 -1.230 -0.01 -0.06 0.05
C 4.955 1.195 -0.396 0.01 0.17 -0.17
F 6.191 1.197 0.143 0.07 -0.05 0.08
C 4.111 0.155 -0.073 -0.23 -0.10 0.04
F 4.604 -0.754 0.805 -0.07 -0.05 0.04
H -3.142 -2.855 -0.636 0.74 -0.79 0.20
H -2.165 -4.334 -0.620 0.13 -0.05 -0.02
H -2.327 -3.395 -2.113 -0.01 -0.01 0.03
H -1.048 -2.350 0.460 0.01 0.00 0.16
H -1.067 -1.525 -1.110 0.03 -0.15 -0.01
H 1.866 -2.823 -2.197 0.01 0.09 0.01
H 0.411 -1.951 -2.650 0.06 0.04 0.05
H 0.816 -4.979 -2.902 -0.01 -0.02 -0.01
H 0.916 -3.812 -4.235 -0.03 -0.02 -0.01
H -0.629 -4.105 -3.421 -0.01 -0.01 -0.01
H 1.853 -4.148 -0.095 -0.04 -0.03 0.09
H 0.704 -3.488 1.054 -0.08 -0.01 -0.03
H 3.205 -2.415 0.088 0.04 0.07 -0.02
H 2.228 -1.886 1.458 0.05 -0.12 0.01
H 5.285 3.042 -1.461 -0.01 0.00 0.00
C -0.811 4.872 -1.847 -0.05 0.02 0.03
C -2.256 5.261 -2.018 0.04 -0.11 -0.06
C -2.587 6.601 -2.200 -0.03 0.00 0.00
C -3.888 7.018 -2.427 0.00 0.04 0.00
C -4.905 6.077 -2.481 0.00 0.03 -0.03
C -4.608 4.741 -2.289 0.02 -0.07 0.05
C -3.299 4.319 -2.051 -0.05 0.31 0.03
N -3.069 2.940 -1.921 0.07 -0.21 -0.09
C -2.268 2.286 -0.990 -0.27 0.10 -0.08
N -2.105 2.996 0.149 -0.15 0.03 0.02
C -1.201 2.930 1.246 0.40 -0.08 0.11
C -0.109 2.064 1.272 -0.19 0.35 0.13
C 0.751 2.181 2.368 -0.03 0.11 -0.01
C 0.529 3.086 3.395 0.05 -0.02 0.03
C -0.600 3.888 3.360 0.02 -0.04 -0.04
C -1.478 3.829 2.288 -0.13 0.13 0.02
C -2.711 4.701 2.279 0.10 -0.09 0.01
N -1.844 1.090 -1.219 0.35 -0.21 0.34
C -2.032 0.491 -2.480 -0.15 0.01 -0.30
C -1.315 0.922 -3.598 0.08 -0.01 0.08
C -1.416 0.256 -4.807 0.01 0.02 -0.04
C -2.236 -0.857 -4.919 -0.04 -0.02 0.01
C -2.979 -1.267 -3.823 0.03 0.02 -0.11
C -2.909 -0.598 -2.606 -0.14 0.11 0.10
C -3.807 -0.985 -1.461 -0.42 0.49 -0.29
H -0.169 5.596 -2.348 -0.01 -0.01 -0.02
H -0.605 3.886 -2.263 0.03 -0.01 0.02
H -0.522 4.847 -0.795 0.02 -0.05 0.00
H -1.785 7.331 -2.195 0.00 0.00 0.03
H -4.103 8.068 -2.576 0.00 -0.01 0.01
H -5.927 6.383 -2.664 0.00 -0.01 -0.01
H -5.397 3.997 -2.317 0.01 0.00 0.03
H -3.584 2.331 -2.535 0.07 -0.02 -0.08
H -2.696 3.811 0.178 -0.05 -0.03 -0.03
H 1.611 1.522 2.435 -0.02 -0.03 0.02
H 1.211 3.143 4.235 -0.01 -0.01 0.00
H -0.814 4.564 4.181 -0.01 0.02 -0.01
H -2.802 5.215 3.235 -0.03 0.05 -0.02
H -3.618 4.107 2.136 -0.02 0.03 -0.01
H -2.673 5.465 1.494 -0.05 0.01 0.00
H -0.650 1.771 -3.500 0.02 -0.02 0.04
H -0.845 0.605 -5.659 0.02 -0.02 0.02
H -2.301 -1.397 -5.855 0.00 0.00 0.01
H -3.635 -2.126 -3.913 -0.02 0.01 0.03
H -4.096 -2.033 -1.524 -0.37 0.66 -0.31
H -4.721 -0.383 -1.487 0.01 0.12 0.03
H -3.324 -0.798 -0.504 -0.08 -0.03 0.02
F -3.608 1.177 6.073 -0.01 0.02 0.02
C -2.767 0.653 5.157 0.02 0.00 -0.03
C -3.109 0.621 3.819 0.07 0.01 0.13
F -4.288 1.128 3.419 -0.08 0.02 -0.04
C -2.245 0.072 2.899 0.31 -0.19 -0.10
F -2.631 0.034 1.600 -0.08 0.04 -0.08
C -0.968 -0.459 3.214 -0.39 0.25 0.47
O -0.158 -0.933 2.347 0.01 -0.18 -0.56
C -0.677 -0.398 4.603 0.10 -0.09 -0.36
F 0.511 -0.868 5.023 0.04 -0.01 0.08
C -1.541 0.131 5.536 -0.12 0.07 -0.03
F -1.198 0.155 6.834 0.05 0.00 0.09
```
Positions in Å, forces in eV/Å.

Computed properties:
E_LUMO = 2.3 eV
Total charge = -1
Molar mass = 887.2 Da
Multiplicity = 1
Frontier orbital gap = 6.7955 eV